# 1
141
Properties=species:S:1:pos:R:3:mulliken_charge:R:1 method="wB97M-V/def2-TZVPD" lumo_energy_ha=-0.2197 orbital_gap_ev=3.128 de_lowest_kcal_mol=262.1 e_homo_ev=-9.105 energy_ha=-4941.43647
C -5.835 -5.997 5.030 -1.16
C -6.734 -1.808 -5.882 -1.28
H 8.543 -4.275 -1.948 0.35
H -7.229 -3.816 -3.977 0.37
H 4.922 3.711 -6.464 0.34
C 7.747 -3.536 -2.039 -1.27
C 11.419 2.278 2.147 0.42
C 1.313 -5.231 8.373 0.55
H 4.284 2.347 -7.279 0.35
F 0.189 0.272 2.636 -0.24
H -4.934 -6.282 1.618 0.30
H 0.318 -5.154 -4.885 0.35
O 7.980 -3.958 -4.323 -0.57
H -10.619 0.025 0.991 0.30
H 3.647 4.895 7.643 0.34
C -7.450 -4.097 -5.007 -1.35
H -7.207 -0.933 -6.327 0.33
O -4.412 6.560 -2.121 -0.56
H -0.817 -5.678 8.547 0.38
F 3.609 4.024 -1.096 -0.20
H 1.309 -6.743 -2.255 0.33
O 5.488 5.225 -8.504 -0.55
H -0.135 -6.996 -3.095 0.31
C 2.633 3.923 -0.209 0.59
O -6.373 -7.668 3.381 -0.55
O -8.167 -3.333 -7.095 -0.55
H 0.680 7.113 7.496 0.30
O 0.440 4.780 6.379 -0.55
C 1.453 -6.928 -4.504 0.55
H 0.000 4.406 7.146 0.34
O 2.103 1.380 -1.092 -0.57
C 0.596 -0.003 1.431 0.71
H -5.847 -6.655 5.899 0.30
C 12.300 1.025 2.223 -1.14
H 7.912 -2.757 -1.295 0.33
H 6.841 -2.332 -3.644 0.18
C 2.799 4.354 7.222 -1.17
H 1.669 -5.361 -6.022 0.30
C -7.835 -2.900 -5.760 0.65
C -6.205 5.220 -2.819 -1.27
H -0.341 -4.019 8.406 0.32
H 13.278 1.188 1.771 0.31
H 1.043 5.912 8.745 0.33
H 2.068 5.807 5.854 0.26
F 0.462 -1.287 1.220 -0.23
H -3.918 7.274 -2.532 0.29
C -4.802 5.651 -3.185 0.70
C -10.112 -0.549 2.993 0.50
V -2.595 5.899 2.324 1.92
O -1.921 7.338 2.500 -0.46
H 7.334 -4.649 -4.162 0.32
H 11.433 2.807 4.028 0.33
H -11.339 1.203 3.060 0.33
H -7.214 -7.220 3.498 0.35
H 2.317 4.168 -8.174 0.36
H 2.882 5.625 -8.981 0.32
H 2.089 -4.734 6.467 0.34
C 1.363 -5.451 -4.979 -1.22
O 11.830 3.164 3.230 -0.56
C -4.572 6.295 -4.544 -1.38
H 8.703 -0.996 -2.917 0.36
C 7.756 -2.878 -3.414 0.57
O 2.805 -7.225 -4.411 -0.53
C 4.475 4.211 -8.517 0.65
O 1.629 -6.555 8.205 -0.55
H -0.152 10.917 -2.560 0.32
N 0.274 2.653 0.341 -0.41
H 2.824 -8.144 -4.134 0.31
C 1.449 6.447 7.887 -1.16
H -11.026 -2.224 2.796 0.32
C -5.361 -6.700 3.734 0.24
H 1.959 -3.338 7.545 0.36
H -6.540 4.353 -3.388 0.34
H -9.309 -0.974 3.595 0.23
H 5.876 2.705 -7.638 0.38
H 6.819 -4.060 -1.814 0.37
H 4.492 3.659 -9.457 0.16
H -6.814 -5.552 4.850 0.33
H 11.854 0.246 1.604 0.33
H 2.330 6.965 8.265 0.37
H 9.088 -1.532 -4.545 0.33
H 1.900 -4.741 -4.350 0.32
H 1.021 -7.073 8.737 0.31
H 9.456 2.961 2.669 0.40
H 3.196 3.804 6.368 0.29
H -6.128 -1.544 -5.015 0.35
C 2.213 -4.397 7.497 -1.28
H 0.995 -8.354 -2.806 0.38
H 6.324 4.754 -8.525 0.32
H -8.751 -2.482 -5.343 0.17
H -4.724 -4.897 2.824 0.32
H -9.591 1.431 3.459 0.35
H -8.864 0.029 1.278 0.33
O 0.744 3.216 -2.048 -0.63
H -0.398 -5.126 6.969 0.31
F 2.151 5.133 0.085 -0.23
O -1.797 1.273 0.711 -0.70
C -10.456 0.772 3.530 -1.37
H 9.438 1.785 1.447 0.38
S 1.338 2.612 -0.865 1.02
H -4.128 4.796 -3.129 0.16
O -0.511 0.500 -1.188 -0.57
C 9.919 2.012 2.399 -1.35
H -9.706 -1.543 1.182 0.34
H 9.623 1.220 3.087 0.33
H 2.354 3.745 8.008 0.32
H -5.216 -5.138 5.287 0.33
F 1.833 0.350 1.407 -0.21
C 0.910 -7.307 -3.097 -1.28
C 1.705 5.362 6.780 0.33
O -1.028 10.952 -2.176 -0.64
H -8.252 -2.518 -7.594 0.31
H -6.572 -4.548 -5.468 0.33
H -5.389 7.002 -4.683 0.35
H -3.657 6.888 -4.537 0.40
H -8.287 -4.790 -4.919 0.32
H -4.394 -7.197 3.813 0.31
H 1.000 -7.602 -5.231 0.17
H 1.458 -5.023 9.433 0.20
O -11.230 -1.332 3.087 -0.55
H -4.538 5.628 -5.406 0.34
H -6.457 5.060 -1.771 0.33
C 8.960 -1.870 -3.516 -1.30
F 3.096 3.462 0.969 -0.23
H 3.254 -4.482 7.807 0.31
H 12.454 0.582 3.207 0.29
H -1.085 11.823 -1.784 0.32
H -6.297 -5.327 2.363 0.26
O -4.066 5.874 2.918 -0.48
C -9.796 -0.498 1.479 -1.12
S -0.443 1.118 0.145 0.92
C -5.306 -5.760 2.500 -1.03
C 3.139 4.882 -8.226 -1.31
H 11.495 2.843 1.219 0.27
H -10.659 0.819 4.600 0.34
H -5.953 -2.086 -6.590 0.36
C 4.932 3.209 -7.431 -1.36
H 3.035 5.446 -7.299 0.34
H 9.967 -2.179 -3.235 0.33
H -6.909 5.989 -3.138 0.31
C -0.131 -5.016 8.020 -1.26

---

# 2
130
Properties=species:S:1:pos:R:3:mulliken_charge:R:1 method="wB97M-V/def2-TZVPD" lumo_energy_ha=0.0169 smiles="CC1(C)CCCC(C)(C)N1O.CC1(C)CCCC(C)(C)N1O.NC(N)=O.NC(N)=O.CCO.CCO.CCO.CCO.CCO.CCO" orbital_gap_ev=8.801 de_lowest_kcal_mol=0.0 e_homo_ev=-8.341 energy_ha=-2349.29407
H -0.060 1.626 -4.402 0.00
H 0.409 -0.054 4.248 -0.46
H -0.332 1.885 -7.004 0.41
C 2.504 0.096 -6.177 -1.84
C -3.741 -4.100 1.692 -0.91
C 3.142 -1.683 3.939 -1.04
O -1.388 -4.568 2.444 -0.54
H -3.791 -1.627 -1.413 0.35
H 1.808 4.716 -4.388 0.41
H -1.784 -3.192 -5.142 0.26
H 3.453 2.367 -7.174 0.33
H -0.861 -5.272 -5.785 0.30
C 0.356 3.449 4.908 -1.44
O 0.400 -3.886 0.487 -0.27
H 0.747 -5.018 -1.268 0.29
H -2.665 -1.006 -3.020 -0.08
H -0.690 1.080 3.488 0.29
H 3.245 -4.991 -0.981 0.37
H 0.234 -0.033 -4.494 0.32
O -2.260 2.156 7.100 -0.49
H 4.697 2.555 -5.654 0.39
H 2.115 -3.631 3.926 0.46
C -0.968 4.516 6.637 -2.03
C 1.123 4.214 0.022 -0.91
C -0.019 0.957 4.360 -0.35
C 1.909 -2.586 4.192 0.19
H -0.809 -0.547 -1.157 0.08
H 2.900 2.657 -2.472 0.54
C 0.784 0.898 -4.515 -0.96
H -0.197 -4.405 1.060 0.26
H -0.723 -1.853 -0.109 0.21
C 0.328 1.011 -7.012 -2.01
H -3.145 2.124 6.703 0.39
H 1.159 1.822 7.234 0.25
H -0.302 0.123 -6.822 0.29
C 4.247 2.418 -4.666 -1.81
H 4.908 2.909 -3.957 0.49
H 1.409 -1.752 5.860 0.34
N -1.409 2.257 5.964 -0.03
H -1.427 -3.693 2.871 0.19
H -1.927 -4.475 -3.934 0.32
H 3.076 -0.033 -5.301 0.42
O -0.960 2.792 -0.081 -0.66
H 0.763 0.972 -7.991 0.45
H -3.250 0.035 -4.323 0.22
H 1.053 -2.221 3.593 -0.14
C 2.854 4.437 -4.629 -2.06
H 3.472 -1.902 2.948 0.39
C -2.755 -5.035 2.375 -0.43
H 1.728 3.341 -0.336 0.06
H 1.206 0.779 -2.336 -0.66
C -3.714 -2.396 -2.168 0.41
C -1.045 0.890 5.552 2.31
H -0.871 4.557 0.792 0.58
H 0.176 -3.744 -2.660 -0.35
O -0.316 -4.703 -5.214 -0.56
C 2.171 2.480 -3.275 -1.16
C -0.315 3.212 6.243 1.63
H -2.684 -5.915 1.766 0.34
H 1.862 1.852 5.136 0.53
C -1.208 -3.853 -4.436 -0.39
H -3.118 0.956 4.600 0.42
H 2.495 0.306 -3.358 0.32
H -4.633 -4.679 1.682 0.43
H -3.961 -3.159 2.167 0.35
H 2.798 -0.618 3.982 0.12
H 1.286 -2.163 1.183 -0.16
O 2.622 2.846 -7.026 -0.52
O 1.498 -2.672 5.548 -0.65
H -0.418 3.728 4.209 0.48
C 0.649 -0.332 0.422 0.04
C 2.614 -4.401 -0.298 -1.25
H 3.061 4.727 -5.650 0.51
H -2.969 -0.225 5.869 0.52
H -0.043 2.561 8.293 0.37
H -0.237 5.306 6.887 0.40
H 0.850 4.779 -0.871 0.28
H 2.743 -3.332 -0.531 0.23
C -2.409 0.231 5.024 -2.15
C 2.790 2.947 -4.615 1.88
C -2.404 1.389 -3.077 0.53
H 3.186 0.374 -6.969 0.39
C -0.542 0.017 6.700 -1.61
H -2.961 -5.443 3.384 0.33
H -0.855 0.361 7.685 0.24
O -3.206 -1.729 -3.337 -0.63
C -0.337 -3.079 -3.379 0.45
C 1.670 1.042 -3.282 0.21
H -3.700 1.633 -4.701 0.23
H 1.587 2.301 3.483 0.43
H -1.641 4.476 7.466 0.46
H 4.359 1.350 -4.453 0.35
H 1.328 3.458 7.691 0.42
H -5.426 -3.562 -1.648 0.37
N -2.401 2.669 -2.582 -0.27
H 2.031 -0.867 -6.510 0.38
H -0.456 1.923 -0.097 0.24
H -0.050 3.349 1.676 -0.38
C 1.188 -4.840 -0.286 -0.13
H 0.513 -0.160 6.668 0.30
H -2.284 -0.630 4.354 0.37
H 1.095 4.206 5.114 0.52
H 1.181 -5.805 0.205 0.37
H 3.889 -1.871 4.729 0.35
N 1.991 2.534 -5.806 0.14
H -3.073 -3.194 -1.783 0.07
C -5.056 -2.969 -2.472 -1.56
H -0.943 -1.044 6.651 0.38
O -1.809 0.502 -2.407 -0.48
H -5.770 -2.194 -2.759 0.33
C -0.170 3.740 0.674 0.14
H -3.413 -3.832 0.699 0.12
O 0.998 0.830 0.255 -0.71
H 3.630 4.866 -3.978 0.32
H 1.274 3.126 -3.157 0.14
H -0.905 -2.361 -2.816 -0.32
H -1.557 4.881 5.769 0.39
C 0.578 2.750 7.417 -1.76
H 1.748 4.816 0.677 0.48
N -3.048 1.026 -4.263 -0.38
N 1.368 -1.135 1.330 0.31
H 0.383 -2.578 -4.015 0.19
H -5.017 -3.650 -3.296 0.36
H 2.233 -0.767 1.681 0.16
H -1.822 2.841 -1.774 0.29
C 1.422 1.142 -5.915 2.23
N -0.518 -0.866 -0.236 0.25
H 3.032 -4.409 0.708 0.32
C 1.039 2.116 4.441 -0.70
H -2.599 3.451 -3.225 0.25

---

# 3
134
Properties=species:S:1:pos:R:3:mulliken_charge:R:1 method="wB97M-V/def2-TZVPD" lumo_energy_ha="0.1270 / 0.1270" spin_multiplicity=6 charge=-2 s_squared=8.75 orbital_gap_ev="2.575 / 2.576" e_homo_ev="0.882 / 0.880" energy_ha=-3723.47189
H 10.757 6.206 20.974 -0.20
H 4.779 7.963 24.209 0.24
H 11.442 7.043 28.819 0.46
H 9.935 3.319 22.287 0.01
O 12.545 5.542 20.099 -0.52
C 8.276 -0.198 24.485 -0.62
H 9.898 9.676 29.218 0.24
H 9.606 12.556 19.314 0.29
C 9.331 -1.583 26.034 -0.82
C 7.018 9.134 23.518 0.65
H 9.959 8.288 30.255 0.30
H 7.016 2.485 27.786 -0.12
H 14.463 7.816 18.673 0.39
O 14.141 9.394 24.932 -0.30
H 2.934 4.931 18.364 0.30
H 11.470 9.160 29.802 0.42
C 5.665 7.315 24.214 -0.72
H 10.250 10.166 24.391 -0.04
H 5.066 9.785 23.075 0.45
C 6.558 4.500 26.950 -0.22
H 9.517 7.599 23.762 -1.18
H 9.532 12.021 20.893 0.28
O 6.633 5.989 20.426 -0.32
H 4.949 8.695 27.795 0.39
C 5.412 5.350 18.475 -0.59
C 7.893 6.027 21.086 0.19
H 6.957 8.734 22.494 -0.10
H 4.767 6.226 18.597 0.34
H 11.387 8.242 27.579 -0.47
H 15.235 7.740 25.608 0.40
C 12.459 4.975 25.607 -0.26
H 10.036 10.481 22.269 0.24
H 7.760 9.463 28.659 0.50
C 10.732 7.747 28.339 0.12
H 14.859 6.068 19.011 0.38
O 11.799 9.737 21.394 -0.52
H 8.641 3.730 23.337 0.21
O 9.181 1.705 23.342 -0.44
C 12.519 9.927 22.587 -0.51
H 11.905 5.421 26.439 0.05
H 14.258 5.900 15.571 0.25
H 8.113 11.723 19.832 0.29
H 6.314 11.031 22.926 0.54
H 10.178 -1.532 26.716 0.24
H 5.535 6.617 25.038 0.01
H 10.998 8.849 25.290 0.22
H 10.014 5.763 23.443 -0.73
H 13.133 10.768 25.974 0.16
H 14.674 10.311 26.720 0.33
H 10.039 6.519 25.171 -0.41
H 7.309 -0.639 24.753 0.37
H 14.800 7.905 23.865 0.23
H 7.512 6.195 18.543 0.37
H 10.005 8.521 19.945 -0.15
C 5.702 7.897 27.774 -1.04
H 8.544 9.270 20.465 0.28
H 8.294 2.766 21.855 0.35
C 9.208 11.715 19.891 -0.76
O 9.229 9.285 26.023 1.02
H 12.937 4.040 25.904 0.33
H 11.147 4.543 21.244 0.08
H 7.260 4.590 19.067 0.25
H 8.353 5.034 21.072 0.22
H 9.580 -2.341 25.280 0.31
H 7.902 1.918 24.922 0.15
H 12.312 9.165 23.341 -0.06
O 6.882 8.326 27.116 -0.02
C 7.387 9.540 27.637 -1.06
H 6.551 10.252 27.598 0.41
H 12.468 7.309 24.335 -0.50
Mn 8.419 7.220 26.046 1.45
H 8.026 9.518 23.660 -0.68
O 13.579 6.402 17.464 -0.30
C 8.071 1.256 24.064 -0.18
H 7.170 1.294 23.430 0.32
H 15.384 5.573 16.812 0.30
H 5.694 6.786 23.255 0.06
C 4.847 11.738 24.986 -1.04
C 10.500 8.786 29.446 -1.53
H 8.613 6.695 20.603 0.05
O 4.764 4.222 19.008 -0.24
C 14.084 6.789 18.748 -0.81
C 13.791 9.929 26.200 -0.61
C 14.612 6.300 16.519 -0.76
H 5.344 7.011 27.260 0.02
C 10.390 9.750 25.393 -1.63
C 6.498 3.429 28.096 -0.52
H 12.190 10.815 23.148 0.45
H 13.074 7.511 20.531 -0.05
B 9.494 6.505 24.165 2.84
H 12.772 7.462 26.086 -0.21
H 11.740 4.816 24.795 0.03
H 5.611 5.205 17.404 0.39
H 9.159 10.825 27.392 0.58
C 5.943 10.222 23.568 -1.32
O 9.626 7.099 27.892 -0.85
H 4.372 11.563 25.961 0.26
H 8.453 -1.981 26.554 0.32
C 9.000 2.925 22.684 -0.43
O 7.595 5.422 26.846 -0.28
O 13.547 5.785 25.190 -0.62
H 10.241 8.771 22.260 -0.66
C 14.447 7.996 24.894 -0.82
H 7.997 10.905 26.037 0.41
H 8.415 6.201 24.349 -0.27
C 9.620 9.447 20.378 -0.18
O 5.729 10.618 24.903 0.04
H 15.107 7.271 16.424 0.30
H 5.649 5.116 27.173 0.05
H 3.667 3.488 17.474 0.28
H 12.103 5.843 22.068 0.25
C 6.782 5.585 19.087 -0.52
C 13.206 7.156 25.127 1.44
H 8.773 -0.727 23.665 0.31
C 8.474 10.246 26.767 -1.01
H 5.458 3.014 28.077 0.24
H 5.960 7.634 28.804 0.22
H 10.939 10.443 26.036 0.55
C 3.504 3.999 18.430 -0.75
H 13.260 9.233 26.850 0.37
H 13.578 10.022 22.373 0.42
C 11.602 5.526 21.149 0.27
H 6.249 4.093 25.959 -0.03
H 2.909 3.341 19.065 0.24
C 10.409 9.664 21.641 0.86
O 6.840 8.069 24.419 1.32
O 6.923 3.838 29.322 -0.95
H 12.037 7.272 19.169 0.10
H 5.397 12.679 25.020 0.30
H 7.720 6.294 22.125 -0.34
O 9.692 10.503 19.401 -0.47
C 12.909 6.847 19.675 0.34
H 4.008 11.680 24.290 0.36
O 9.114 -0.255 25.630 -0.22